# 1
A 16-piece molecular cluster, C16H64O24 overall. Source: OMol25; level of theory: ωB97M-V/def2-TZVPD.

Properties
E_LUMO: 0.275 eV
Energy relative to the best compared isomer or geometry (same formula, charge and spin): 186.2 kJ/mol
Gap between HOMO and LUMO: 10.07 eV
Highest occupied orbital energy: -0.3600 hartree
Calculated total energy: -66764.611 eV
Largest force on an atom: 3.46 eV/Å

Positions of all 104 atoms, in Å:
O: -2.7897 -2.7402 -0.1340
H: -2.3431 -3.0139 -0.9353
H: -3.6040 -2.3393 -0.4381
O: -1.2249 -2.4663 -2.5882
H: -0.4376 -1.9903 -2.8526
H: -1.9490 -1.9026 -2.8607
O: -2.7128 -0.3086 4.1644
H: -2.4236 -0.5614 3.2877
H: -3.6169 -0.6186 4.2176
O: 1.9526 -2.4541 0.3034
H: 1.5239 -2.1029 1.0839
H: 1.3914 -3.1785 0.0268
O: 4.1295 2.0209 -0.1546
H: 3.7096 2.8731 -0.0378
H: 4.7672 1.9681 0.5573
O: -3.0545 -4.6008 2.0353
H: -2.6199 -4.0331 1.3988
H: -3.9152 -4.7740 1.6539
O: 0.2541 -3.5443 2.0570
H: -0.1819 -3.9678 1.3176
H: -0.3968 -2.9329 2.4014
O: 0.3092 2.2535 4.9038
H: 0.6733 3.1053 5.1447
H: -0.1436 1.9543 5.6922
C: -1.9259 4.2292 3.8568
C: -0.7008 4.9240 3.1241
O: -0.8549 6.3576 3.1235
O: -1.8055 4.4677 5.2757
H: -1.9093 3.1515 3.6942
H: -2.7927 4.7401 3.4376
H: -0.5755 4.5547 2.1062
H: 0.2702 4.7284 3.5791
H: -0.9244 6.6716 4.0280
H: -2.3743 3.8469 5.7369
C: -3.6528 1.5147 0.8967
C: -3.8668 2.6815 -0.1180
O: -4.0367 2.1522 -1.3654
O: -4.8885 0.9503 1.4478
H: -2.9410 1.7857 1.6765
H: -3.1128 0.7508 0.3372
H: -2.8753 3.1150 -0.2491
H: -4.7090 3.3661 -0.0171
H: -3.1667 2.0392 -1.7552
H: -5.1106 1.5050 2.1992
C: 3.2975 2.0009 3.3890
C: 3.3323 1.1617 4.7423
O: 4.5260 0.4009 4.6527
O: 4.4798 2.8797 3.2813
H: 2.3714 2.5758 3.3919
H: 3.2213 1.1718 2.6856
H: 2.5300 0.4361 4.8764
H: 3.2334 1.8520 5.5800
H: 5.1609 0.8706 4.1071
H: 4.3338 3.6183 3.8769
C: 1.8674 1.6820 -3.3408
C: 1.6226 2.2636 -4.7490
O: 0.5333 3.1597 -4.8665
O: 1.3067 0.3642 -3.0614
H: 1.3369 2.3074 -2.6228
H: 2.9111 1.5296 -3.0660
H: 1.5863 1.3423 -5.3303
H: 2.5682 2.7078 -5.0598
H: 0.1922 3.0329 -5.7549
H: 1.9555 -0.1540 -2.5797
C: 0.8199 0.6017 0.7288
C: -0.3187 -0.2396 0.2528
O: -1.0437 -0.8887 1.2854
O: 0.0760 1.6838 1.3583
H: 1.3789 1.1315 -0.0426
H: 1.5660 0.1171 1.3585
H: 0.0753 -1.0288 -0.3876
H: -1.0666 0.2412 -0.3778
H: -1.7215 -1.4086 0.8473
H: -0.3793 1.3428 2.1316
C: 4.7061 -1.8223 -3.5309
C: 4.0875 -1.9517 -2.1641
O: 2.7382 -1.5496 -2.0059
O: 4.3424 -2.9427 -4.2107
H: 5.7931 -1.7411 -3.5369
H: 4.4099 -0.9679 -4.1395
H: 4.6011 -1.3510 -1.4135
H: 4.0225 -2.9982 -1.8660
H: 2.4738 -1.9904 -1.1951
H: 4.4778 -2.6547 -5.1164
C: -0.8232 -6.0373 -1.7314
C: 0.4185 -5.4116 -1.2078
O: 0.2764 -4.0462 -0.7666
O: -1.9331 -5.8359 -0.7996
H: -0.7112 -7.1205 -1.7784
H: -1.0223 -5.6093 -2.7139
H: 1.1918 -5.5270 -1.9672
H: 0.6847 -6.0265 -0.3480
H: -0.2120 -3.5240 -1.4073
H: -1.6459 -5.9834 0.1045
C: -3.3658 0.2121 -3.9153
C: -1.9060 0.7657 -4.1854
O: -1.3171 1.2463 -2.9942
O: -3.3105 -0.8009 -2.8424
H: -3.7823 -0.2610 -4.8045
H: -4.1093 0.8752 -3.4732
H: -1.8461 1.5764 -4.9114
H: -1.1349 0.1540 -4.6537
H: -0.4098 0.9372 -2.9404
H: -3.7912 -0.5475 -2.0510

***

# 2
A 21-piece molecular cluster, C16H74O29 overall. Source: OMol25; level of theory: ωB97M-V/def2-TZVPD.

Properties
E_LUMO: 0.024 eV
Energy relative to the best compared isomer or geometry (same formula, charge and spin): 0.0 kJ/mol
Gap between HOMO and LUMO: 9.99 eV
Highest occupied orbital energy: -0.3662 hartree
Calculated total energy: -77168.000 eV
Largest force on an atom: 3.75 eV/Å

Positions of all 119 atoms, in Å:
O: 15.0583 9.0964 15.4303
H: 15.5430 9.9039 15.1115
H: 15.6700 8.5311 15.9234
O: 12.9260 8.7592 13.9559
H: 13.6547 8.8531 14.5232
H: 12.4295 7.9242 14.1415
O: 13.5605 10.2512 17.8842
H: 13.7451 9.6013 17.2001
H: 13.1587 11.0292 17.4403
O: 7.8522 9.4368 15.1626
H: 8.2560 9.7029 14.3042
H: 7.2673 8.6855 14.9915
O: 14.0018 13.3999 15.0518
H: 13.5974 12.7203 14.4708
H: 13.5043 13.4630 15.8765
O: 9.1876 15.4299 11.8814
H: 9.9101 15.6881 12.4109
H: 8.5177 16.0810 12.0082
O: 15.4853 8.7518 19.1771
H: 14.5330 8.7821 18.9816
H: 15.7514 9.6791 18.9788
O: 14.6444 10.0488 9.1255
H: 15.3763 9.4457 8.9760
H: 14.9729 10.9101 9.4943
O: 11.2568 14.7985 13.8923
H: 11.9222 15.4680 14.0260
H: 11.4533 14.3355 13.0509
O: 16.4577 11.5732 14.7900
H: 16.7384 11.8555 13.9338
H: 15.6930 12.1502 15.0096
O: 13.1569 8.8126 11.1336
H: 13.8046 9.1395 10.4873
H: 13.4229 8.9750 12.0433
O: 12.1354 11.5465 13.5125
H: 11.5051 11.7703 12.8088
H: 12.3660 10.6201 13.4887
O: 11.1422 17.0850 9.4972
H: 11.0471 16.7799 8.5740
H: 10.7217 16.4238 10.0609
C: 15.4932 16.5580 13.8709
C: 15.9139 17.0594 15.1858
O: 16.1870 16.0424 16.2722
O: 14.1597 16.1637 13.8641
H: 16.2234 15.8529 13.4058
H: 15.4680 17.4728 13.2527
H: 15.0824 17.5928 15.5152
H: 16.7523 17.7707 15.0508
H: 16.3757 15.2065 15.7494
H: 14.1144 15.3441 14.3816
C: 9.6780 8.9402 11.3875
C: 9.9190 9.9036 10.2529
O: 11.1324 10.6394 10.2807
O: 9.5600 9.5515 12.6776
H: 10.4257 8.2242 11.4302
H: 8.6393 8.4746 11.1396
H: 9.1394 10.7542 10.1914
H: 9.8057 9.4256 9.2847
H: 11.8495 10.0110 10.4595
H: 9.7831 10.4830 12.5835
C: 13.8501 14.8841 11.0012
C: 15.0262 13.8017 11.0655
O: 14.5973 12.5293 10.5196
O: 12.6003 14.2868 11.2774
H: 13.9281 15.3296 10.0053
H: 14.0359 15.6646 11.7094
H: 15.2962 13.6454 12.0672
H: 15.8553 14.1427 10.5353
H: 13.9839 12.1959 11.1551
H: 12.1509 14.0632 10.4868
C: 10.0967 11.7617 17.1536
C: 11.0252 12.7730 16.5630
O: 12.2460 12.7370 17.2480
O: 9.7218 12.1184 18.5019
H: 10.5645 10.7968 17.1585
H: 9.1975 11.6125 16.5283
H: 10.6916 13.7988 16.7435
H: 11.2576 12.5885 15.5012
H: 12.2030 13.1836 18.0778
H: 9.3793 11.3165 18.8681
C: 11.3672 13.0692 7.4859
C: 10.1782 13.3437 8.3837
O: 10.4398 13.3020 9.7914
O: 11.7369 11.7004 7.3716
H: 12.2436 13.6209 7.8501
H: 11.1275 13.4528 6.4562
H: 9.2733 12.7471 8.0357
H: 9.9869 14.3642 8.0088
H: 10.7441 12.4163 9.9779
H: 11.5067 11.2592 8.1979
C: 17.6978 6.6555 17.2428
C: 18.4425 6.7209 18.5563
O: 17.7279 6.0750 19.6510
O: 16.6777 7.6676 17.1678
H: 17.1321 5.7570 17.0875
H: 18.3217 6.8016 16.3724
H: 18.7312 7.7604 18.8447
H: 19.3811 6.1745 18.3119
H: 17.0425 6.7116 19.7622
H: 16.3091 7.6499 18.0824
C: 7.5091 12.5566 13.7724
C: 9.0085 12.6887 13.6775
O: 9.3738 12.3647 12.3017
O: 7.0933 12.4194 15.1590
H: 7.0751 11.7006 13.2432
H: 6.8899 13.3915 13.3651
H: 9.4918 11.9334 14.3447
H: 9.3299 13.6684 13.9603
H: 9.1879 13.2091 11.8235
H: 7.2217 11.4396 15.3971
C: 14.5189 17.7548 8.1003
C: 13.6711 18.1961 6.9078
O: 13.2793 19.5191 7.2065
O: 13.9017 18.1124 9.3237
H: 15.4646 18.3255 8.0392
H: 14.7164 16.6453 8.1092
H: 12.8006 17.5289 6.8323
H: 14.2349 18.2293 5.9695
H: 12.9831 19.4171 8.1052
H: 13.2342 17.4936 9.6033

***

# 3
C16H7BrCl5HgN3O4 as an isolated structure. Source: OMol25; level of theory: ωB97M-V/def2-TZVPD.

Properties
E_LUMO (spin up / spin down): 2.365 / 1.691 eV
Energy relative to the best compared isomer or geometry (same formula, charge and spin): 32.1 kJ/mol
Charge: -1
Gap between HOMO and LUMO (spin up / spin down): 6.41 / 8.22 eV
Highest occupied orbital energy (spin up / spin down): -0.1485 / -0.2398 hartree
Calculated total energy: -166196.770 eV
Largest force on an atom: 2.91 eV/Å
Spin multiplicity: 2

Positions of all 37 atoms, in Å:
Hg: 1.1462 0.2134 -1.2564
Cl: 4.4697 -0.8317 -0.2874
C: 4.2490 0.8349 -0.4837
C: 3.0489 1.3311 -0.8911
C: 2.8095 2.7064 -0.9896
Cl: 1.3390 3.3714 -1.5464
C: 3.8133 3.5833 -0.5955
Cl: 3.6487 5.2590 -0.6214
C: 5.0895 3.0807 -0.2203
Cl: 6.3512 4.1244 0.2482
C: 5.2849 1.7256 -0.1742
Cl: 6.7935 1.0588 0.3507
O: -4.2931 1.8026 1.7182
C: -4.5330 1.3579 0.5058
O: -5.6282 1.1754 0.0122
C: -3.2971 1.0859 -0.3342
C: -3.3832 0.6860 -1.6456
N: -2.1409 0.6862 -2.1302
N: -1.2160 1.0378 -1.1918
C: -1.8617 1.2176 -0.0774
C: -1.1283 1.4716 1.1943
O: -1.8036 1.8482 2.1731
O: 0.1339 1.3040 1.0757
H: -3.3512 1.8851 1.8859
H: -4.2995 0.3925 -2.2356
H: -1.8032 0.4113 -3.0370
Br: -3.9047 -3.9593 -0.3388
C: -2.1475 -3.9698 0.3174
C: -1.5246 -2.8013 0.7988
C: -0.2614 -2.9455 1.3848
C: 0.3640 -4.2518 1.2467
C: -0.3251 -5.2673 0.6510
N: -1.5940 -5.1382 0.2150
H: -2.0526 -1.8187 0.6832
H: 0.4060 -2.0978 1.5838
H: 1.3723 -4.3918 1.5859
H: 0.2296 -6.1779 0.4259